Formula: C42H81Br6N3O24
Source: OMol25
Level of theory: ωB97M-V/def2-TZVPD

Output
Relative energy (zero: lowest compared OMol25 entry of this formula, charge and spin) in kcal per mole: 74.8
SMILES: COCCNCCOC.COCCNCCOC.COCCNCCOC.O=C1OCCO1.O=C1OCCO1.O=C1OCCO1.O=C1OCCO1.O=C1OCCO1.O=C1OCCO1.BrCCBr.BrCCBr.BrCCBr
Total charge: 0
Strongest force on any atom in eV/A: 5.40
LUMO level in Eh: -0.0096

Each atom is followed by the atoms it is bonded to, with distances in Å.
CARTESIAN COORDINATES (ANGSTROEM)
1 C -11.05289 -0.02176 -3.93751  O2 1.445, H10 1.090, H11 1.090, H12 1.090
2 O -10.67775 0.46158 -2.62891  C1 1.445, C3 1.385
3 C -11.75179 0.48215 -1.75407  O2 1.385, C4 1.506, H13 1.090, H14 1.090
4 C -11.10089 0.91285 -0.46647  C3 1.506, N5 1.509, H15 1.090, H16 1.090
5 N -10.23259 -0.17475 0.11619  C4 1.509, C6 1.514, H17 1.010
6 C -9.83362 0.15691 1.53861  N5 1.514, C7 1.555, H18 1.090, H19 1.090
7 C -8.68832 1.20836 1.57602  C6 1.555, O8 1.435, H20 1.090, H21 1.090
8 O -7.52293 0.70898 0.90499  C7 1.435, C9 1.404
9 C -7.04050 -0.46405 1.50606  O8 1.404, H22 1.090, H23 1.090, H24 1.090
10 H -11.89330 0.54033 -4.34477  C1 1.090
11 H -11.29031 -1.08459 -3.89129  C1 1.090
12 H -10.23729 0.12856 -4.64483  C1 1.090
13 H -12.27358 -0.44748 -1.52688  C3 1.090
14 H -12.55721 1.14126 -2.07806  C3 1.090
15 H -11.95208 0.96675 0.21227  C4 1.090
16 H -10.68107 1.90306 -0.64351  C4 1.090
17 H -9.34008 -0.30170 -0.33923  N5 1.010
18 H -9.70022 -0.80863 2.02651  C6 1.090
19 H -10.71295 0.53800 2.05788  C6 1.090
20 H -8.39821 1.49928 2.58563  C7 1.090
21 H -8.97965 2.19697 1.22124  C7 1.090
22 H -7.51708 -1.39352 1.19454  C9 1.090
23 H -6.94580 -0.42363 2.59119  C9 1.090
24 H -6.01031 -0.49461 1.15127  C9 1.090
25 C 7.12105 -1.62941 -0.58533  O26 1.471, H34 1.090, H35 1.090, H36 1.090
26 O 8.42865 -1.73567 -1.25138  C25 1.471, C27 1.416
27 C 9.31275 -2.73255 -0.77344  O26 1.416, C28 1.607, H37 1.090, H38 1.090
28 C 10.82095 -2.50362 -1.27767  C27 1.607, N29 1.433, H39 1.090, H40 1.090
29 N 11.72385 -3.55933 -0.92491  C28 1.433, C30 1.479, H41 1.010
30 C 13.12024 -3.23845 -1.28978  N29 1.479, C31 1.543, H42 1.090, H43 1.090
31 C 13.68085 -1.82624 -1.01897  C30 1.543, O32 1.450, H44 1.090, H45 1.090
32 O 13.06322 -0.74698 -1.76426  C31 1.450, C33 1.379
33 C 13.25793 0.54155 -1.31233  O32 1.379, H46 1.090, H47 1.090, H48 1.090
34 H 7.16350 -1.65785 0.50347  C25 1.090
35 H 6.41059 -2.40543 -0.87017  C25 1.090
36 H 6.71305 -0.63337 -0.75726  C25 1.090
37 H 8.91371 -3.66738 -1.16710  C27 1.090
38 H 9.30648 -2.83037 0.31214  C27 1.090
39 H 11.16528 -1.65332 -0.68900  C28 1.090
40 H 10.87736 -2.25529 -2.33751  C28 1.090
41 H 11.45218 -4.41094 -1.39509  N29 1.010
42 H 13.17810 -3.42002 -2.36300  C30 1.090
43 H 13.91046 -3.89923 -0.93337  C30 1.090
44 H 14.75599 -1.78420 -1.19334  C31 1.090
45 H 13.54667 -1.75236 0.06021  C31 1.090
46 H 14.30174 0.85213 -1.26642  C33 1.090
47 H 12.81992 0.62876 -0.31802  C33 1.090
48 H 12.82642 1.22692 -2.04182  C33 1.090
49 C 1.92008 -3.77384 5.63585  O50 1.396, H58 1.090, H59 1.090, H60 1.090
50 O 2.21951 -5.11514 5.38854  C49 1.396, C51 1.401
51 C 2.36049 -5.36363 4.01720  O50 1.401, C52 1.523, H61 1.090, H62 1.090
52 C 2.03457 -6.80770 3.66113  C51 1.523, N53 1.483, H63 1.090, H64 1.090
53 N 2.83757 -7.80885 4.40438  C52 1.483, C54 1.472, H65 1.010
54 C 4.28300 -7.71519 4.14193  N53 1.472, C55 1.565, H66 1.090, H67 1.090
55 C 4.66162 -8.00340 2.65144  C54 1.565, O56 1.384, H68 1.090, H69 1.090
56 O 6.02275 -7.78149 2.53038  C55 1.384, C57 1.395
57 C 6.59332 -8.33048 1.38227  O56 1.395, H70 1.090, H71 1.090, H72 1.090
58 H 1.76391 -3.63226 6.70527  C49 1.090
59 H 1.06983 -3.46075 5.02991  C49 1.090
60 H 2.75905 -3.20114 5.24057  C49 1.090
61 H 3.36123 -5.03316 3.73897  C51 1.090
62 H 1.63868 -4.77414 3.45188  C51 1.090
63 H 2.08328 -7.06529 2.60312  C52 1.090
64 H 0.98214 -6.94687 3.90835  C52 1.090
65 H 2.84246 -7.55242 5.38127  N53 1.010
66 H 4.62016 -8.50171 4.81707  C54 1.090
67 H 4.67818 -6.76377 4.49792  C54 1.090
68 H 4.00829 -7.41399 2.00813  C55 1.090
69 H 4.40089 -9.04010 2.43844  C55 1.090
70 H 6.67408 -9.41390 1.47046  C57 1.090
71 H 7.61824 -7.97115 1.29008  C57 1.090
72 H 6.04704 -8.08515 0.47151  C57 1.090
73 O 1.98155 3.10891 0.20513  C74 1.237
74 C 1.00813 2.45755 0.60206  O73 1.237, O75 1.384, O78 1.296
75 O 0.97361 1.66363 1.73550  C74 1.384, C76 1.453
76 C -0.21473 0.83043 1.66628  O75 1.453, C77 1.515, H79 1.090, H80 1.090
77 C -1.13027 1.66818 0.79658  C76 1.515, O78 1.465, H81 1.090, H82 1.090
78 O -0.13361 2.38136 -0.00587  C74 1.296, C77 1.465
79 H 0.11593 -0.08061 1.16751  C76 1.090
80 H -0.71922 0.75690 2.62970  C76 1.090
81 H -1.80861 2.32294 1.34362  C77 1.090
82 H -1.60258 1.03420 0.04617  C77 1.090
83 O -2.43843 1.64564 7.24371  C84 1.240
84 C -1.78706 1.76448 8.29232  O83 1.240, O85 1.343, O88 1.286
85 O -2.36256 1.91960 9.49608  C84 1.343, C86 1.439
86 C -1.36345 2.39487 10.41695  O85 1.439, C87 1.518, H89 1.090, H90 1.090
87 C -0.07257 2.00623 9.71943  C86 1.518, O88 1.418, H91 1.090, H92 1.090
88 O -0.53256 2.03597 8.37883  C84 1.286, C87 1.418
89 H -1.31888 3.46601 10.61383  C86 1.090
90 H -1.51199 1.83059 11.33761  C86 1.090
91 H 0.44012 1.07934 9.97655  C87 1.090
92 H 0.70354 2.76998 9.67017  C87 1.090
93 O -2.09328 3.77379 -8.29117  C94 1.237
94 C -1.88517 2.70029 -7.71217  O93 1.237, O95 1.404, O98 1.379
95 O -1.47918 1.54693 -8.40159  C94 1.404, C96 1.386
96 C -1.01238 0.55575 -7.55277  O95 1.386, C97 1.619, H99 1.090, H100 1.090
97 C -1.48817 1.09278 -6.10152  C96 1.619, O98 1.450, H101 1.090, H102 1.090
98 O -2.04039 2.40583 -6.37361  C94 1.379, C97 1.450
99 H -1.30252 -0.46792 -7.78947  C96 1.090
100 H 0.07024 0.45561 -7.63025  C96 1.090
101 H -0.68086 1.12451 -5.36985  C97 1.090
102 H -2.19814 0.37702 -5.68711  C97 1.090
103 O 0.33481 -3.28129 -3.46317  C104 1.243
104 C -0.00152 -4.38672 -3.92117  O103 1.243, O105 1.368, O108 1.359
105 O 0.24342 -5.60278 -3.34385  C104 1.368, C106 1.371
106 C 0.01126 -6.66294 -4.18099  O105 1.371, C107 1.486, H109 1.090, H110 1.090
107 C -0.68898 -6.08598 -5.35818  C106 1.486, O108 1.418, H111 1.090, H112 1.090
108 O -0.46463 -4.70017 -5.15964  C104 1.359, C107 1.418
109 H 0.95144 -7.07121 -4.55177  C106 1.090
110 H -0.60955 -7.40018 -3.67191  C106 1.090
111 H -1.75173 -6.32126 -5.30066  C107 1.090
112 H -0.20709 -6.43810 -6.27026  C107 1.090
113 O -6.23320 7.20285 -1.97396  C114 1.243
114 C -6.25109 6.10185 -2.54964  O113 1.243, O115 1.282, O118 1.384
115 O -5.64455 5.04835 -2.14292  C114 1.282, C116 1.449
116 C -5.99078 3.92770 -2.99429  O115 1.449, C117 1.582, H119 1.090, H120 1.090
117 C -6.76178 4.55561 -4.22495  C116 1.582, O118 1.377, H121 1.090, H122 1.090
118 O -6.96525 5.81240 -3.69945  C114 1.384, C117 1.377
119 H -5.09581 3.48429 -3.43076  C116 1.090
120 H -6.54607 3.13981 -2.48538  C116 1.090
121 H -7.66484 3.97862 -4.42409  C117 1.090
122 H -6.19477 4.64374 -5.15168  C117 1.090
123 O 10.32267 6.31967 0.37765  C124 1.264
124 C 9.34874 5.51752 0.29873  O123 1.264, O125 1.313, O128 1.351
125 O 8.86080 4.78456 1.27255  C124 1.313, C126 1.360
126 C 7.76605 4.06783 0.90074  O125 1.360, C127 1.534, H129 1.090, H130 1.090
127 C 7.85633 4.10357 -0.63032  C126 1.534, O128 1.405, H131 1.090, H132 1.090
128 O 8.67560 5.22601 -0.83572  C124 1.351, C127 1.405
129 H 7.80717 2.99929 1.11200  C126 1.090
130 H 6.79344 4.44100 1.22147  C126 1.090
131 H 6.92493 4.22966 -1.18231  C127 1.090
132 H 8.43792 3.25083 -0.98062  C127 1.090
133 Br -0.23770 8.73259 1.12512  C134 1.998
134 C -1.13916 8.10660 -0.54435  Br133 1.998, C135 1.531, H137 1.090, H138 1.090
135 C -0.54280 8.75569 -1.79578  C134 1.531, Br136 1.925, H139 1.090, H140 1.090
136 Br -1.48222 7.92856 -3.25800  C135 1.925
137 H -2.16479 8.44421 -0.39528  C134 1.090
138 H -1.15514 7.01704 -0.57095  C134 1.090
139 H 0.52979 8.57320 -1.86181  C135 1.090
140 H -0.75797 9.82242 -1.85825  C135 1.090
141 Br -5.58690 -1.96726 -3.54990  C142 1.982
142 C -6.82601 -2.63763 -4.94447  Br141 1.982, C143 1.576, H145 1.090, H146 1.090
143 C -6.27932 -2.26614 -6.37522  C142 1.576, Br144 2.012, H147 1.090, H148 1.090
144 Br -7.58373 -2.89860 -7.77008  C143 2.012
145 H -7.73496 -2.07322 -4.73618  C142 1.090
146 H -7.03668 -3.70699 -4.95794  C142 1.090
147 H -5.49102 -2.98079 -6.61175  C143 1.090
148 H -5.99112 -1.21650 -6.43248  C143 1.090
149 Br -5.22919 6.32392 4.41996  C150 1.978
150 C -5.92177 8.17026 4.57703  Br149 1.978, C151 1.572, H153 1.090, H154 1.090
151 C -6.90693 8.22353 5.80095  C150 1.572, Br152 1.963, H155 1.090, H156 1.090
152 Br -6.03334 7.77529 7.50032  C151 1.963
153 H -6.51135 8.37901 3.68433  C150 1.090
154 H -5.08167 8.86356 4.61779  C150 1.090
155 H -7.64935 7.43584 5.67266  C151 1.090
156 H -7.52636 9.10826 5.94815  C151 1.090